C6H18KO6 | ωB97M-V with the def2-TZVPD basis set

Element x y z (Å)
K1 0.31264 -1.32375 1.67582
C1 4.00539 -1.29089 -1.31278
C2 4.25098 -0.86063 0.17458
O1 3.05583 -0.77350 0.86887
O2 3.38236 -0.21813 -1.92389
H1 3.33020 -2.13398 -1.45916
H2 4.93241 -1.57404 -1.81135
H3 4.71707 0.12443 0.15193
H4 4.91844 -1.51340 0.73716
H5 2.58105 -0.02995 0.49030
H6 2.75333 0.11315 -1.27878
C3 -0.51319 -1.21115 -2.27157
C4 -1.76505 -0.45557 -1.81022
O3 -1.55670 1.01752 -1.66632
O4 0.33807 -1.46059 -1.19075
H7 0.02324 -0.68813 -3.06327
H8 -0.78286 -2.22022 -2.58327
H9 -2.12495 -0.81271 -0.84532
H10 -2.60884 -0.70877 -2.45209
H11 -1.10977 1.11715 -0.82256
H12 0.70244 -0.62211 -0.89786
C5 -3.29392 0.81094 2.49099
C6 -3.18234 2.34536 2.19825
O5 -1.86214 2.79900 2.28012
O6 -2.77410 0.15189 1.36331
H13 -4.34594 0.52786 2.52588
H14 -2.77304 0.61070 3.42731
H15 -3.85839 2.81081 2.91549
H16 -3.49449 2.66630 1.20444
H17 -1.35654 2.27429 1.65509
H18 -1.90110 0.52816 1.22955

Kohn-Sham gap (alpha / beta) (eV): 4.0 / 9.5
2S+1: 2
⟨S²⟩: 0.750
Energy (eV): -35120.0382
M (g/mol): 225.302



C6H18KO6 | ωB97M-V with the def2-TZVPD basis set

Element x y z (Å)
K1 9.76789 13.10184 -14.55458
C1 11.04667 12.90008 -17.88027
C2 10.26217 11.52366 -17.93580
O1 9.35779 11.37483 -16.78645
O2 11.71047 12.89694 -16.65985
H1 10.41575 13.77566 -18.03320
H2 11.74319 12.94762 -18.71735
H3 10.87502 10.63231 -18.07004
H4 9.69049 11.46859 -18.86221
H5 9.10505 10.44877 -16.79804
H6 12.46794 12.33839 -16.84922
C3 5.05955 14.20303 -15.14903
C4 5.93587 13.82493 -13.96837
O3 7.04944 13.06401 -14.48894
O4 4.51572 12.99672 -15.67762
H7 5.51757 14.75280 -15.97126
H8 4.26018 14.84651 -14.78153
H9 5.40908 13.13875 -13.30523
H10 6.16211 14.68962 -13.34449
H11 6.72686 12.57699 -15.25075
H12 3.55930 13.02313 -15.75605
C5 11.50218 16.39646 -14.17706
C6 12.54545 16.53938 -15.25576
O5 12.95519 15.29122 -15.74826
O6 10.24992 15.89664 -14.75086
H13 11.25667 17.35161 -13.71282
H14 11.76729 15.77122 -13.32448
H15 13.48536 16.94468 -14.88106
H16 12.20161 16.99377 -16.18496
H17 12.23204 14.88183 -16.22893
H18 9.82235 16.53540 -15.32598

Kohn-Sham gap (eV): 10.3
Total charge: +1
Energy (eV): -35117.9519
M (g/mol): 225.302



C6H18N3O6PS2 | ωB97M-V with the def2-TZVPD basis set

Element x y z (Å)
N1 -4.25698 -5.63049 -0.47839
P1 -4.20126 -5.38073 -2.17749
O1 -4.74847 -3.80475 -2.25800
O2 -2.55863 -5.13612 -2.60567
S1 -1.44977 -5.93190 -1.68559
O3 -0.29853 -6.20521 -2.53929
O4 -0.84454 -4.72596 -0.62509
S2 -1.48206 -3.16830 -0.73249
H1 -4.45777 -6.59112 -0.24759
H2 -3.47650 -5.26772 0.05728
H3 -4.99446 -3.58177 -1.35168
H4 -2.63027 -3.27040 -0.00779
C1 -0.15473 -0.87132 2.66401
O5 -0.75887 -1.83925 2.24115
N2 0.02893 0.27638 1.98439
C2 0.76396 1.40376 2.53869
C3 -0.52797 0.38620 0.65019
H5 0.30652 -0.85807 3.66513
H6 0.10877 2.27627 2.58674
H7 1.61770 1.63529 1.90601
H8 1.11599 1.16854 3.54142
H9 -1.61128 0.25321 0.68685
H10 -0.10995 -0.39026 0.00758
H11 -0.29635 1.36463 0.23650
C4 3.43832 3.79944 0.54828
O6 2.73336 3.32022 1.41636
N3 2.97798 4.42369 -0.55317
C5 3.86950 4.97576 -1.55460
C6 1.54194 4.54352 -0.73634
H12 4.53819 3.75902 0.59629
H13 3.70195 6.05048 -1.64850
H14 3.68367 4.50016 -2.51954
H15 4.90583 4.80454 -1.27172
H16 1.10575 5.09275 0.09900
H17 1.08841 3.55188 -0.76807
H18 1.33163 5.06765 -1.66484

Kohn-Sham gap (eV): 9.3
Energy (eV): -54228.0117
M (g/mol): 323.333



C6H18N6O12 | ωB97M-V with the def2-TZVPD basis set

Element x y z (Å)
C1 13.96459 -4.84311 14.93862
N1 12.75056 -5.25131 14.11083
O1 11.66496 -5.37571 14.59268
O2 12.97009 -5.41802 12.96361
H1 13.72731 -3.85202 15.32531
H2 14.83551 -4.77225 14.28701
H3 14.13897 -5.55730 15.74337
C2 17.78005 -5.29017 14.11558
N2 17.60239 -6.67085 14.70068
O3 18.52459 -7.07626 15.37610
O4 16.56981 -7.27649 14.50568
H4 17.74577 -4.51670 14.88283
H5 17.01119 -5.09553 13.36786
H6 18.75293 -5.21338 13.63008
C3 20.98839 -4.93182 17.49390
N3 20.66567 -3.96549 16.36181
O5 20.60512 -2.76730 16.77536
O6 20.51881 -4.35554 15.19188
H7 20.48896 -4.59705 18.40308
H8 22.07422 -4.99538 17.56477
H9 20.62937 -5.87406 17.07990
C4 17.31864 -10.38571 15.42332
N4 18.64021 -10.98005 15.92211
O7 19.17197 -11.80570 15.14870
O8 18.97954 -10.75121 17.10361
H10 16.91670 -11.18608 14.80208
H11 17.59613 -9.51125 14.83474
H12 16.61212 -10.03655 16.17633
C5 16.66762 -7.04996 17.92344
N5 17.60869 -5.96209 18.12082
O9 17.49118 -4.90473 17.38592
O10 18.48203 -6.11208 18.91986
H13 15.90492 -6.97577 18.69860
H14 17.19906 -8.00083 17.96252
H15 16.15812 -6.85973 16.97881
C6 17.26960 -6.54304 21.68382
N6 16.62939 -7.89049 21.46326
O11 15.55634 -8.08014 21.97345
O12 17.17337 -8.86758 20.84510
H16 16.57998 -5.72284 21.48433
H17 18.17264 -6.38113 21.09526
H18 17.54044 -6.53344 22.73960

Kohn-Sham gap (eV): 10.3
Energy (eV): -40006.4737
SMILES string: C[N+](=O)[O-].C[N+](=O)[O-].C[N+](=O)[O-].C[N+](=O)[O-].C[N+](=O)[O-].C[N+](=O)[O-]
M (g/mol): 366.240



C6H18NO2PSi | ωB97M-V with the def2-TZVPD basis set

Element x y z (Å)
C1 2.60720 0.17733 -0.33805
C2 1.14175 0.54746 -0.56454
C3 1.03541 0.86585 -2.07301
C4 0.83430 1.90954 0.07345
Si1 -0.14225 -0.87015 0.02484
C5 -0.23492 -0.83432 1.93263
C6 0.38459 -2.58470 -0.62326
O1 -1.63876 -0.30319 -0.51808
H1 2.82487 -0.74631 -0.72364
H2 3.30734 0.84036 -0.72896
H3 2.81040 0.11635 0.73058
H4 0.01705 1.24011 -2.37732
H5 1.26193 -0.04181 -2.67220
H6 1.78852 1.69943 -2.32649
H7 -0.17842 2.30319 -0.12353
H8 0.72893 1.87864 1.15053
H9 1.45839 2.69742 -0.29500
H10 -0.23148 -1.84009 2.13869
H11 0.53274 -0.32272 2.51536
H12 -1.23838 -0.34684 2.20240
H13 1.58610 -2.47013 -0.65935
H14 0.40716 -3.30836 0.19125
H15 -0.00626 -2.85332 -1.53244
H16 -1.72658 -0.41655 -1.46535
N1 -4.82543 0.81667 1.03045
P1 -4.50631 0.29211 -0.50723
O2 -4.83088 -1.13358 -0.76264
H17 -5.23534 0.24210 1.75505
H18 -4.80222 1.79392 1.33482

Kohn-Sham gap (eV): 10.1
Energy (eV): -29267.2710
SMILES string: CC(C)(C)[Si](C)(C)O.NP=O
M (g/mol): 195.275



C6H18O5Si2 | ωB97M-V with the def2-TZVPD basis set

Element x y z (Å)
C1 -0.95036 2.67345 1.86601
O1 -0.65015 1.68728 0.95815
Si1 -0.05102 0.13968 0.87816
C2 -1.26321 -0.84230 1.93042
O2 1.47648 0.23513 1.43444
C3 2.44260 -0.76277 1.58316
Si2 -0.09823 -0.46451 -1.33189
O3 -0.24547 0.65291 -2.63221
C4 -0.89581 1.89104 -2.55788
O4 1.37570 -0.97066 -1.85880
C5 1.83689 -2.30672 -1.57622
O5 -1.08198 -1.84100 -1.35102
C6 -2.22960 -2.00272 -2.07893
H1 -0.01875 2.91188 2.34995
H2 -1.62555 2.40644 2.63539
H3 -1.26036 3.63233 1.24310
H4 -1.90185 -1.45260 1.28353
H5 -0.87811 -1.38153 2.75522
H6 -1.79399 -0.04693 2.54303
H7 2.50779 -1.34914 0.63355
H8 2.27428 -1.51648 2.33882
H9 3.36818 -0.20632 1.63017
H10 -1.73902 1.84470 -3.18351
H11 -0.29672 2.64785 -3.04813
H12 -1.18492 2.17405 -1.54222
H13 1.95744 -2.82166 -2.60109
H14 1.17888 -2.81084 -0.99167
H15 2.82708 -2.05831 -1.15720
H16 -2.90752 -2.72068 -1.46626
H17 -2.00240 -2.42331 -3.05668
H18 -2.81653 -1.12856 -2.18173

Kohn-Sham gap (eV): 10.1
Energy (eV): -32509.5806
SMILES string: CO[Si](C)(OC)[Si](OC)(OC)OC
M (g/mol): 226.377



C6H18O6 | ωB97M-V with the def2-TZVPD basis set

Element x y z (Å)
C1 -0.92638 -1.55272 2.26644
C2 -0.82104 -0.41054 1.29896
O1 0.17882 0.66854 1.57243
O2 0.35184 -2.17602 2.29033
H1 -1.68395 -2.24756 1.90400
H2 -1.30254 -1.18277 3.22025
H3 -1.77576 0.03384 1.01762
H4 -0.52003 -0.89667 0.37097
H5 0.23921 1.19578 0.77245
H6 1.00331 -1.49285 2.46493
C3 1.35729 -1.88065 -0.27710
C4 1.67487 -0.34689 0.01753
O3 0.78304 0.50464 -0.67200
O4 1.57896 -2.18846 -1.64936
H7 0.35881 -2.13076 0.08151
H8 1.98692 -2.53701 0.32362
H9 2.63699 -0.03711 -0.39048
H10 1.62318 -0.09452 1.07665
H11 0.86966 0.18081 -1.57157
H12 1.79161 -3.10572 -1.83641
C5 -1.38746 1.52911 -0.58847
C6 -0.61996 1.88368 -1.82800
O5 -1.05703 3.08002 -2.48396
O6 -0.72399 1.94674 0.61364
H13 -1.52121 0.46428 -0.39776
H14 -2.35703 2.02612 -0.62043
H15 -0.66530 1.06204 -2.54281
H16 0.45255 1.96181 -1.64985
H17 -0.81695 2.83634 -3.38094
H18 -0.70843 2.90648 0.59778

Kohn-Sham gap (eV): 8.6
Energy (eV): -18790.7447
M (g/mol): 186.204



C6H18OS2Si2 | ωB97M-V with the def2-TZVPD basis set

Element x y z (Å)
C1 -3.75786 -0.07408 1.56053
C2 -2.51518 -0.58056 0.80465
C3 -2.71281 -0.13304 -0.72305
Si1 -1.12852 0.39081 -1.83113
S1 -0.39193 2.39939 -1.33561
O1 0.13300 -0.58517 -1.44256
Si2 1.07660 -1.67868 -0.66809
S2 2.36999 -2.83530 -1.98949
C4 2.07012 -0.61758 0.58696
C5 2.72688 0.67447 0.07255
C6 3.32986 1.46869 1.21163
H1 -4.61570 -0.29997 0.96616
H2 -3.85659 -0.58949 2.47861
H3 -3.77382 0.95438 1.79928
H4 -1.62033 -0.04910 1.19366
H5 -2.42601 -1.59788 0.84544
H6 -3.32468 0.75503 -0.69823
H7 -3.43938 -0.87802 -1.18094
H8 -1.26936 0.48117 -3.35881
H9 -0.83518 3.05959 -2.42414
H10 0.09321 -2.62638 0.05128
H11 3.57503 -2.15803 -1.68151
H12 1.41967 -0.51663 1.43377
H13 2.78237 -1.23240 1.10674
H14 2.13063 1.29020 -0.59032
H15 3.61911 0.31706 -0.61334
H16 3.86053 0.66282 1.85339
H17 4.04518 2.27940 0.73617
H18 2.43519 1.71927 1.83642

Kohn-Sham gap (eV): 10.1
Energy (eV): -45990.2610
SMILES string: CCC[Si@@H](S)O[Si@@H](S)CCC
M (g/mol): 226.515



The highest M belongs to which entry? C6H18N6O12



Among the records above, which one has the lowest M? C6H18O6



Among the records above, which one has the lowest energy? C6H18N3O6PS2



Number 1 is which compound? C6H18KO6